1.
This record from the Open Molecules 2025 dataset describes the molecule C22H19N3O4. The level of theory is the ωB97M-V functional and the def2-TZVPD basis.

Results
Kohn-Sham gap   7.65 eV
SMILES   COC(=O)/C(C#N)=C/c1c(Oc2cc(C)cc(C)c2)nc2c(C)cccn2c1=O
Net charge   0
DFT total energy   -35778.5679 eV
Energy above the lowest of the compared OMol25 structures with the same formula, charge and spin   131.9 kcal per mole

Each line ends with the Löwdin charge.
CARTESIAN COORDINATES (ANGSTROEM)
N1 0.039 -2.404 2.601  0.173
O1 2.912 -5.272 1.035  0.120
O2 0.360 -3.231 -2.540  0.053
C1 0.942 -2.773 1.914  -0.128
N2 -0.812 0.111 -0.840  0.197
O3 1.199 0.241 0.384  0.057
O4 3.458 -3.759 2.666  -0.016
C2 2.849 -4.136 1.523  -0.488
C3 -0.120 -2.432 -1.718  -0.384
C4 -1.647 -0.607 -1.520  -0.175
C5 0.376 -0.533 -0.371  -0.142
C6 -3.610 -1.848 -3.019  -0.066
C7 -3.905 -0.581 -2.537  -0.047
C8 0.748 -1.880 -0.745  -0.050
C9 -2.335 -2.485 -2.838  0.012
C10 -2.903 0.086 -1.826  -0.157
C11 1.894 -2.777 -0.353  0.121
C12 1.960 -3.224 0.961  -0.126
C13 -0.131 2.015 1.418  -0.006
C14 1.519 2.504 -0.289  0.046
C15 0.155 4.202 0.626  -0.006
C16 0.899 1.542 0.612  -0.240
C17 -0.552 3.317 1.429  -0.271
C18 1.248 3.866 -0.225  -0.266
N3 -1.375 -1.911 -2.022  0.096
C19 4.292 -4.770 3.262  -0.034
C20 -3.303 1.349 -1.191  -0.057
C21 -1.684 3.707 2.367  -0.046
C22 1.859 4.931 -1.054  -0.059
H1 -4.538 -2.232 -3.520  0.119
H2 -4.866 -0.110 -2.859  0.135
H3 -2.303 -3.587 -3.062  0.146
H4 2.638 -3.102 -1.019  0.120
H5 -0.554 1.237 1.926  0.098
H6 2.161 2.092 -1.124  0.140
H7 -0.138 5.229 0.530  0.105
H8 4.593 -4.477 4.292  0.101
H9 3.802 -5.730 3.413  0.098
H10 5.201 -4.744 2.684  0.094
H11 -2.449 2.010 -1.040  0.080
H12 -4.035 1.945 -1.617  0.058
H13 -3.734 1.261 -0.212  0.090
H14 -1.740 2.861 3.214  0.127
H15 -1.683 4.741 2.703  0.066
H16 -2.669 3.620 1.856  0.072
H17 1.482 4.821 -2.066  0.086
H18 2.931 4.955 -0.972  0.077
H19 1.567 5.958 -0.838  0.076

***

2.
This record from the Open Molecules 2025 dataset describes the molecule C10H19N3O3. The level of theory is the ωB97M-V functional and the def2-TZVPD basis.

Results
Kohn-Sham gap   10.08 eV
SMILES   CNC(=O)CNC(=O)[C@H](NC(C)=O)C(C)C
Net charge   0
DFT total energy   -21292.3098 eV
Energy above the lowest of the compared OMol25 structures with the same formula, charge and spin   1.5 kcal per mole

Each line ends with the Löwdin charge.
CARTESIAN COORDINATES (ANGSTROEM)
O1 2.180 1.598 -0.134  0.083
O2 0.023 -0.510 -3.105  0.054
O3 -1.292 1.942 0.948  0.041
C1 2.438 0.556 0.421  -0.558
C2 -0.959 0.188 -2.966  -0.493
C3 -0.558 0.975 0.706  -0.444
N1 -1.689 0.504 -4.046  -0.006
N2 -0.570 0.362 -0.503  0.089
N3 1.627 -0.156 1.232  0.099
C4 3.734 -0.143 0.074  0.000
C5 -1.463 0.082 -5.446  -0.054
C6 -1.487 0.660 -1.599  -0.073
C7 -1.698 -0.189 3.294  -0.056
C8 0.539 -1.308 3.658  -0.073
C9 -0.385 -0.696 2.612  -0.351
C10 0.381 0.415 1.794  -0.168
H1 -2.516 1.119 -3.877  0.155
H2 0.099 -0.391 -0.687  0.138
H3 1.902 -1.062 1.559  0.115
H4 4.439 0.542 -0.380  0.081
H5 3.491 -0.902 -0.683  0.091
H6 4.163 -0.601 0.967  0.076
H7 -1.342 0.964 -6.099  0.086
H8 -2.310 -0.564 -5.749  0.084
H9 -0.609 -0.597 -5.507  0.079
H10 -2.483 0.232 -1.462  0.129
H11 -1.691 1.727 -1.593  0.125
H12 -2.104 -0.954 3.911  0.057
H13 -1.511 0.706 3.911  0.093
H14 -2.474 0.064 2.552  0.081
H15 1.035 -0.515 4.258  0.104
H16 1.280 -1.914 3.178  0.055
H17 -0.029 -1.922 4.339  0.075
H18 -0.732 -1.467 1.947  0.127
H19 0.572 1.257 2.474  0.162

***

Which of these has the highest Kohn-Sham gap? C10H19N3O3